--- one ---
Computed, not measured: a 2-piece molecular cluster, C4H9BrN overall, with the ωB97M-V functional and the def2-TZVPD basis.

```
15
Properties=species:S:1:pos:R:3
C 0.3814 -2.0680 -0.1816
C 1.3785 -0.9755 0.0555
C -0.4183 2.4750 0.0501
C -0.8914 0.1749 -0.4271
N -0.0052 -0.7270 0.4056
Br -2.6894 0.0358 0.1016
H -0.1124 -2.3348 -1.1556
H 0.5165 -3.0216 0.4016
H 1.9181 -1.2956 0.9171
H 1.7213 -0.3514 -0.7041
H -1.3340 3.0541 -0.2814
H -0.1944 2.3840 1.1715
H 0.4074 3.0297 -0.4620
H -0.5379 0.2878 -1.3666
H -0.1402 -0.6673 1.4753
```

## Properties
**Total charge**: +1
**LUMO level**: -4.3 eV
**E_HOMO**: -13.3 eV

---

--- two ---
Computed, not measured: an isolated ion of composition C4H9BrN and charge +1, with the ωB97M-V functional and the def2-TZVPD basis.

```
15
Properties=species:S:1:pos:R:3
N 0.3070 1.8917 -0.3526
C 0.5057 0.8343 0.6964
C -0.3541 -0.3076 0.2186
Br -2.3745 0.4238 -0.0163
C -0.0678 -1.2312 -0.8814
C -0.2984 -1.8086 0.4947
H -0.6335 2.0463 -0.2091
H 0.5752 1.5514 -1.2708
H 1.0399 2.6419 -0.1837
H 1.4634 0.3926 0.8462
H 0.2897 1.0646 1.7322
H 0.9581 -1.5520 -1.2746
H -0.7469 -1.4238 -1.6469
H -1.1629 -2.3594 0.7645
H 0.4990 -2.1640 1.0829
```

## Properties
**Total charge**: +1
**LUMO level**: -3.8 eV
**E_HOMO**: -14.3 eV

---

Which structure is the least stable? The one labeled one.

---

--- one ---
Computed, not measured: the molecule C6H7ClO, with the ωB97M-V functional and the def2-TZVPD basis.

```
15
Properties=species:S:1:pos:R:3
Cl 2.3703 -0.2777 -1.2172
C 1.8674 0.1371 0.4002
C 0.3406 0.1008 0.6555
C -0.3280 -1.2003 0.3226
C -1.4007 -1.3339 -0.4960
O -2.0234 -0.1963 -1.0386
C -1.4413 0.9807 -0.8609
C -0.3525 1.1930 -0.1370
H 2.2528 1.0932 0.6440
H 2.3885 -0.5369 1.0749
H 0.2702 0.4557 1.7559
H 0.0153 -2.1221 0.6695
H -1.9410 -2.2722 -0.6144
H -2.0043 1.7838 -1.2686
H -0.0141 2.1950 0.1101
```

## Properties
**LUMO level**: 0.9 eV
**E_HOMO**: -8.5 eV

---

--- two ---
Computed, not measured: the molecule C6H7ClO, with the ωB97M-V functional and the def2-TZVPD basis.

```
15
Properties=species:S:1:pos:R:3
Cl 1.4214 0.7945 -1.3959
C 1.6339 -0.6954 -0.3013
C 0.3786 -1.0027 0.5819
C -0.8638 -1.3717 -0.1519
C -1.9132 -0.5844 -0.0877
O -2.0112 0.5033 0.6160
C -0.9373 1.0424 1.2692
C 0.1698 0.3714 1.3208
H 2.3939 -0.3375 0.4098
H 1.9781 -1.4202 -1.1432
H 0.6748 -1.8775 1.1558
H -0.8886 -2.2591 -0.7665
H -2.8330 -0.7478 -0.6084
H -1.1908 1.7750 1.9799
H 0.9823 0.7772 1.9905
```

## Properties
**LUMO level**: 0.9 eV
**E_HOMO**: -8.5 eV

---

--- three ---
Computed, not measured: the molecule C6H7ClO, with the ωB97M-V functional and the def2-TZVPD basis.

```
15
Properties=species:S:1:pos:R:3
C -2.3540 0.4081 -0.6994
C -1.2259 0.7036 -1.3932
C 0.1800 0.7600 -0.8625
C 0.6301 0.0738 0.2945
C -0.0557 -1.3628 0.7838
O -1.1398 -1.8884 0.7593
C 2.0322 -0.0299 0.7307
Cl 2.2230 -0.0902 2.6125
H -2.4249 0.2647 0.5840
H -3.3206 0.5434 -0.9701
H -1.3085 1.3041 -2.3746
H 0.7770 1.5581 -1.1865
H 0.8445 -2.0034 1.2537
H 2.4835 -1.0233 0.2531
H 2.6589 0.7824 0.2148
```

## Properties
**LUMO level**: -0.4 eV
**E_HOMO**: -9.3 eV

---

Which structure is the least stable? The one labeled three.

---

--- one ---
Computed, not measured: C2H6N2O2S as an isolated structure, with the ωB97M-V functional and the def2-TZVPD basis.

```
13
Properties=species:S:1:pos:R:3
C -0.4113 -0.9945 0.1283
C -0.5589 0.2989 0.7591
N 2.5346 -0.8774 -0.0700
N -1.4087 1.2059 0.1654
O -0.8582 -1.1962 -1.0878
O -0.0168 -1.9533 0.7233
S 1.5412 0.3744 -0.4208
H -0.3016 0.5372 1.7939
H 2.6423 -1.6998 -0.5414
H 3.3688 -0.6480 0.4628
H -1.2391 2.2098 0.1845
H -0.4404 -0.6389 -1.7291
H -1.8934 0.8070 -0.6123
```

## Properties
**LUMO level (alpha / beta)**: 0.2 / 0.2 eV
**E_HOMO (alpha / beta)**: -8.0 / -8.0 eV

---

--- two ---
Computed, not measured: the molecule C2H6N2O2S, with the ωB97M-V functional and the def2-TZVPD basis.

```
13
Properties=species:S:1:pos:R:3
C 0.6355 -0.7856 1.6563
S 1.1633 0.6003 0.6572
C 0.0161 0.3389 -0.7275
N -0.2635 -0.7340 -1.3721
O 0.3448 -1.8793 -0.9115
N -0.5840 1.4844 -1.1967
O -1.0447 2.3279 -0.1577
H 1.2315 -0.7885 2.6260
H 0.7609 -1.7293 1.1815
H -0.4052 -0.6306 1.9600
H -0.0053 -2.5581 -1.5437
H -1.3162 1.2272 -1.8173
H -0.5333 3.1268 -0.3544
```

## Properties
**LUMO level**: 0.7 eV
**E_HOMO**: -8.6 eV

---

Which structure is the least stable? The one labeled two.

---

--- one ---
Computed, not measured: CH4NOP as an isolated structure, with the ωB97M-V functional and the def2-TZVPD basis.

```
8
Properties=species:S:1:pos:R:3
C 0.0913 -0.7966 -0.4384
N 0.7675 -1.8389 -0.4429
O -2.4075 0.5246 -0.7581
P -1.3401 0.1289 0.0947
H 1.3820 1.3645 0.1123
H 0.5839 -2.6713 0.1868
H 1.4597 1.9810 0.5809
H -0.5368 1.3078 0.6647
```

## Properties
**LUMO level (alpha / beta)**: -0.8 / -0.8 eV
**E_HOMO (alpha / beta)**: -8.8 / -8.8 eV

---

--- two ---
Computed, not measured: a 2-piece molecular cluster, CH4NOP overall, with the ωB97M-V functional and the def2-TZVPD basis.

```
8
Properties=species:S:1:pos:R:3
C 2.5249 -0.2035 0.2502
P 1.6551 -1.3385 -0.4672
O 3.0777 -1.3898 0.7216
H 2.7346 0.8223 0.5979
N -2.3067 0.4480 -0.0717
H -1.8672 1.2251 -0.5437
H -3.2661 0.7837 0.1371
H -2.5523 -0.3475 -0.6243
```

## Properties
**LUMO level (alpha / beta)**: 0.2 / 0.2 eV
**E_HOMO (alpha / beta)**: -8.1 / -8.1 eV

---

Which structure is the least stable? The one labeled one.